Entry 1:
{
  "formula": "C2H7BO2",
  "method": "ωB97M-V/def2-TZVPD",
  "max_force_ev_per_a": 4.384,
  "de_lowest_kcal_mol": 27.9,
  "smiles": "COB(C)O",
  "energy_ha": -255.77569,
  "homo_energy_ev": -10.50,
  "e_lumo_ha": 0.02314,
  "elements": ["C", "O", "B", "C", "O", "H", "H", "H", "H", "H", "H", "H"],
  "positions_angstrom": [[1.378, -1.077, -0.744], [0.075, -1.124, -0.274], [-0.736, -0.121, 0.130], [-0.284, 1.288, 0.519], [-2.309, -0.538, 0.255], [2.146, -1.667, -0.157], [1.566, -0.057, -0.965], [1.323, -1.620, -1.740], [-0.467, 2.157, -0.040], [0.852, 1.286, 0.576], [-0.721, 1.532, 1.519], [-2.823, -0.059, 0.920]],
  "lowdin_charge": [-0.085, 0.024, -0.460, 0.007, -0.038, 0.117, 0.065, 0.113, 0.044, 0.084, 0.088, 0.042]
}

***

Entry 2:
{
  "formula": "H3PS2",
  "method": "ωB97M-V/def2-TZVPD",
  "max_force_ev_per_a": 5.497,
  "de_lowest_kcal_mol": 49.4,
  "energy_ha": -1139.36013,
  "multiplicity": 3,
  "homo_energy_ev": [-7.41, -9.47],
  "e_lumo_ha": [0.02165, -0.10171],
  "elements": ["P", "S", "S", "H", "H", "H"],
  "positions_angstrom": [[-0.175, 0.086, -0.395], [-1.084, 1.701, 0.249], [1.198, -0.512, 1.075], [-0.988, -1.741, -1.362], [0.357, 0.051, -1.561], [0.693, 0.414, 1.995]],
  "mulliken_spin": [0.413, 0.552, 0.097, 0.907, 0.032, 0.000]
}